12
Properties=species:S:1:pos:R:3:forces:R:3:nbo_charge:R:1 method="wB97M-V/def2-TZVPD" largest_force_ev_per_a=2.95 e_homo_ev=-8.36 total_energy_ha=-323.28237 relative_energy_kcal_mol=148.9
C 0.3851 -1.3441 -0.5270 -0.4 -2.2 0.2 -0.54
C 0.8106 -0.0683 0.1057 0.4 -1.5 -1.7 0.17
C -0.7041 1.4413 0.5522 -2.7 0.5 1.0 0.37
N 2.0089 0.3125 0.1038 0.7 1.4 0.9 -0.59
C -0.8251 -0.6792 -0.1321 1.4 1.8 -0.1 0.19
C -1.6538 0.2857 0.0584 -0.2 0.8 1.3 -0.26
O -0.8709 1.8915 1.6756 0.9 -0.6 -1.1 -0.57
H 2.6644 -0.4083 -0.2203 -0.3 0.0 0.0 0.32
H -0.2496 1.9805 -0.2904 0.4 -0.3 0.2 0.17
H 0.5611 -1.4391 -1.5981 -0.1 0.1 0.1 0.25
H 0.5884 -2.2684 0.0138 0.2 -0.1 -0.1 0.24
H -2.7150 0.2958 0.2586 -0.2 0.0 -0.6 0.25

***

7
Properties=species:S:1:pos:R:3:forces:R:3:nbo_charge:R:1 method="wB97M-V/def2-TZVPD" largest_force_ev_per_a=2.67 e_homo_ev=-7.78 total_energy_ha=-986.06253 relative_energy_kcal_mol=44.4
C -0.0651 0.1808 -1.1963 0.6 0.2 2.6 0.11
O 0.0117 -0.7705 1.9046 0.1 -1.7 -0.1 -1.00
O 0.1002 -1.0749 -0.8448 -0.2 1.5 1.6 -0.61
S -0.0451 0.7003 2.1742 0.1 0.9 -1.6 0.64
S -0.0098 1.4101 -0.0581 -0.4 1.0 -0.5 0.09
H 0.1628 -0.9914 0.2349 -0.2 -1.1 -1.7 0.55
H -0.1547 0.5456 -2.2145 -0.1 -0.8 -0.3 0.22

***

38
Properties=species:S:1:pos:R:3:forces:R:3:nbo_charge:R:1 method="wB97M-V/def2-TZVPD" largest_force_ev_per_a=7.38 e_homo_ev="-15.58 / -15.72" charge=+2 total_energy_ha=-2444.79916 relative_energy_kcal_mol=9.9
I -0.0001 2.8503 1.4428 0.0 4.0 -6.2 0.12
I 0.0201 -2.7980 1.2436 0.0 -1.5 -3.3 0.06
Al -0.0038 -0.0420 -1.9199 0.0 0.0 2.6 1.40
P -2.3153 -0.0066 -0.8746 -1.8 -0.3 -0.3 0.87
C -3.2243 0.0518 0.7400 0.8 0.1 1.0 -0.91
C -3.1024 1.3907 -1.7260 0.4 0.4 -0.2 -0.95
H -4.1929 1.2350 -1.8098 0.5 0.0 0.0 0.28
H -4.2211 -1.3077 -1.6975 0.7 0.0 0.0 0.28
H -2.6460 1.4835 -2.7250 -0.4 0.2 0.2 0.25
H -2.6809 -1.6386 -2.6148 -0.5 -0.2 0.4 0.25
H -2.9285 0.9853 1.2833 -0.3 -0.8 -0.3 0.26
H -2.9066 2.3029 -1.1326 -0.1 -0.3 -0.4 0.27
C -3.1272 -1.4731 -1.6165 0.5 -0.3 -0.2 -0.94
H -4.3431 0.0556 0.5696 1.3 0.0 -0.2 0.28
H -2.9266 -2.3453 -0.9599 -0.1 0.4 -0.5 0.27
H -2.9484 -0.8464 1.3502 -0.3 0.8 -0.4 0.27
P 2.3126 0.0041 -0.8751 1.8 -0.1 -0.3 0.87
C 3.2233 0.0726 0.7392 -0.8 0.0 1.0 -0.91
C 3.1331 -1.4542 -1.6139 -0.5 -0.3 -0.2 -0.94
H 2.6338 1.5006 -2.7263 0.4 0.2 0.2 0.25
H 4.1857 1.2534 -1.8176 -0.6 0.0 0.0 0.28
H 2.9004 2.3201 -1.1338 0.1 -0.3 -0.4 0.27
C 3.0951 1.4082 -1.7289 -0.5 0.4 -0.2 -0.95
H 2.6931 -1.6205 -2.6136 0.4 -0.2 0.3 0.25
H 4.2264 -1.2862 -1.6899 -0.7 0.0 0.0 0.28
H 4.3425 0.0784 0.5683 -1.4 0.0 -0.2 0.28
H 2.9504 -0.8253 1.3518 0.3 0.8 -0.4 0.27
H 2.9324 -2.3268 -0.9597 0.1 0.4 -0.5 0.27
H 2.9253 1.0067 1.2811 0.3 -0.9 -0.3 0.26
Cl 0.0001 -0.1108 -3.9444 0.0 0.0 -0.3 -0.47
N -0.0028 -1.1186 3.4673 0.0 -1.4 -1.0 -0.79
C -0.0019 -0.0443 2.7264 0.0 1.4 0.2 0.77
N 0.0003 1.1520 3.3490 0.0 -1.7 0.5 -0.76
O -0.0029 -0.0907 1.4897 0.0 -0.5 -1.8 -0.71
H 0.0023 -1.0139 4.4166 0.0 -0.1 2.9 0.41
H 0.0032 -2.0682 2.9824 0.0 1.8 2.3 0.35
H -0.0035 2.0805 2.8564 0.0 -2.2 4.0 0.25
H -0.0017 1.1854 4.3219 0.0 0.3 1.9 0.41

***

124
Properties=species:S:1:pos:R:3:forces:R:3:mulliken_spin:R:1 method="wB97M-V/def2-TZVPD" largest_force_ev_per_a=4.14 e_homo_ev="-13.06 / -13.06" charge=+2 total_energy_ha=-5104.57896 multiplicity=4
Ni -1.5003 3.1010 -1.3556 -0.6 -0.8 2.5 1.83
C -0.4195 -0.9426 0.0077 -1.6 -0.6 -0.3 0.02
C 0.3619 0.3485 -0.1254 -1.0 -1.0 0.4 0.00
O -0.3326 1.4782 -0.5155 0.4 -0.3 -0.2 0.80
H 0.1129 -1.8728 0.2063 0.7 0.5 0.4 0.00
H -0.9449 -1.2778 -0.8866 0.1 0.6 -0.6 0.00
H -1.2425 -0.8865 0.7201 0.2 0.2 0.4 0.00
H 1.1182 0.0999 -0.8699 0.7 0.7 -0.5 0.15
H 0.9073 0.5510 0.7964 0.4 0.4 0.1 0.05
N -0.3496 -3.3065 -2.6023 0.0 0.4 -1.2 0.00
C -0.9581 -4.3189 -3.2781 0.9 1.0 1.0 0.00
C -0.4997 -4.8215 -4.4722 -1.0 0.0 -0.5 0.00
C 0.5856 -4.2530 -5.1130 0.3 -0.2 1.2 0.00
C 1.2141 -3.1984 -4.4563 -0.7 0.4 -0.1 0.00
C 0.6853 -2.7026 -3.2382 -0.5 -1.5 -0.8 0.00
H -1.8519 -4.7219 -2.8251 0.0 -0.2 0.2 0.00
H -1.1467 -5.5580 -4.9255 0.4 -0.3 -0.2 0.00
H 0.9833 -4.6697 -6.0265 -0.1 0.2 -0.2 0.00
H 2.0038 -2.7276 -5.0230 0.3 0.4 0.5 0.00
H 1.0652 -1.7891 -2.8050 0.3 0.0 0.3 0.00
N -1.1307 -6.6190 -0.3699 -0.1 -1.9 1.0 0.00
C -0.6161 -5.5366 0.2489 -1.3 -1.4 0.0 0.00
C -0.2353 -5.5476 1.5770 0.2 0.4 -0.2 0.00
C -0.1625 -6.7464 2.2477 0.3 0.2 0.2 0.00
C -0.5924 -7.8952 1.6231 -1.1 -0.9 -1.3 0.00
C -1.1894 -7.8423 0.3380 2.2 3.5 0.2 0.00
H -0.6110 -4.6107 -0.3071 0.1 0.1 -0.3 0.00
H -0.0035 -4.6062 2.0529 0.3 0.0 0.1 0.00
H 0.2881 -6.7654 3.2290 -0.2 -0.2 0.2 0.00
H -0.5267 -8.8561 2.1117 0.0 0.0 0.1 0.00
H -1.4836 -8.7358 -0.1926 -0.4 0.2 -0.1 0.00
N -4.6891 -1.2107 0.6693 -1.3 0.1 1.0 0.00
C -3.7663 -1.5999 -0.1724 0.9 -0.8 -0.1 0.00
C -3.2524 -2.8940 -0.1862 -1.2 0.1 0.4 0.00
C -3.8233 -3.8025 0.7215 1.8 -0.8 -0.9 0.00
C -4.8197 -3.4501 1.5895 -0.1 1.4 0.2 0.00
C -5.2201 -2.1290 1.5025 0.2 0.7 0.0 0.00
H -3.3144 -0.8387 -0.7912 0.0 0.2 -0.3 0.00
H -2.4614 -3.1453 -0.8773 0.1 -0.3 0.1 0.00
H -3.3360 -4.7649 0.7738 -0.2 -0.3 0.0 0.00
H -5.2056 -4.0015 2.4341 0.0 -0.6 -0.4 0.00
H -5.9334 -1.7712 2.2302 -0.3 0.3 -0.1 0.00
N -2.8536 3.1767 0.4225 0.2 -1.2 0.7 0.08
C -3.4536 4.2787 0.9004 -0.1 0.7 -1.3 0.00
C -4.4744 4.3099 1.8308 1.2 0.3 -0.6 0.01
C -4.6940 3.1455 2.4952 -2.0 -0.3 0.1 0.00
C -4.0616 1.9736 2.1333 0.3 0.5 0.1 0.00
C -3.1445 2.0167 1.0943 -0.4 0.1 0.1 -0.01
H -3.2269 5.2235 0.4288 0.3 0.0 -0.4 0.00
H -5.0407 5.2253 1.9189 0.0 0.0 0.5 0.00
H -5.5684 3.1008 3.1276 0.2 -0.1 0.6 0.00
H -4.3761 1.1077 2.6969 0.5 -0.5 -0.5 0.00
H -2.6908 1.0753 0.8217 0.2 0.1 -0.6 0.01
N 3.7690 2.8957 2.5074 -0.9 -0.7 -1.8 0.00
C 3.1408 2.6960 1.3216 1.5 0.2 0.6 0.02
C 3.8418 2.5769 0.1049 -0.3 0.2 1.3 0.00
C 5.2207 2.6827 0.1442 1.0 0.8 1.3 0.00
C 5.9211 2.8913 1.3921 -1.8 -0.4 -0.9 0.00
C 5.1133 2.9368 2.5273 -1.2 0.4 0.1 0.00
H 2.0633 2.6690 1.3900 -0.2 0.0 -0.2 -0.02
H 3.3311 2.4690 -0.8406 -0.1 -0.1 -0.1 0.00
H 5.7260 2.7365 -0.8088 0.4 -0.3 0.1 0.00
H 6.9870 3.0259 1.5021 0.0 -0.1 -0.4 0.00
H 5.3500 3.0988 3.5685 1.4 0.0 -0.1 0.00
N -2.6723 1.5791 -2.4049 0.7 -1.5 -0.6 0.04
C -4.0071 1.6295 -2.4174 -0.9 1.1 -0.8 -0.01
C -4.8394 0.7737 -3.1417 0.3 -0.5 -0.1 0.00
C -4.2629 -0.3183 -3.7573 -0.3 -0.4 -0.4 0.00
C -2.9116 -0.4921 -3.6928 1.3 0.4 0.8 0.00
C -2.1545 0.4555 -3.0384 0.4 1.2 0.5 -0.01
H -4.4415 2.5192 -1.9860 -0.1 0.0 0.3 0.00
H -5.8977 0.9176 -3.3023 0.0 0.4 0.6 0.00
H -4.7514 -1.0940 -4.3283 -0.8 0.3 0.1 0.00
H -2.4328 -1.3692 -4.1025 0.1 0.1 -0.1 0.00
H -1.0801 0.3457 -3.0421 0.1 0.1 0.2 0.00
N 5.1205 -0.1100 -5.9924 -1.2 0.4 0.3 0.00
C 5.5138 -0.4994 -4.7549 -1.0 0.4 -0.8 0.00
C 4.6599 -0.5104 -3.6659 -1.2 0.8 0.7 0.00
C 3.4047 0.0873 -3.8001 -0.2 -1.1 -0.7 -0.01
C 2.9708 0.4368 -5.0615 0.1 0.1 -0.8 0.00
C 3.8157 0.3188 -6.1571 2.0 -0.7 1.5 0.00
H 6.5278 -0.8101 -4.5509 0.2 -0.1 -0.7 0.00
H 4.9080 -0.9463 -2.7094 0.5 0.1 0.0 0.00
H 2.6184 0.1031 -3.0599 0.4 0.0 0.7 0.00
H 1.9437 0.7183 -5.2407 -0.1 0.3 0.1 0.00
H 3.4261 0.5922 -7.1265 0.5 -0.2 -0.3 0.00
N -0.4123 4.6298 -0.1913 0.8 1.3 1.4 0.02
C -0.2290 5.9015 -0.6304 -0.1 -0.3 -0.5 0.00
C 0.4250 6.9205 0.0626 0.2 -0.5 0.0 0.00
C 1.0081 6.6525 1.3026 -0.8 0.2 -1.0 0.00
C 0.7541 5.4091 1.8461 0.3 -0.1 -0.2 0.00
C 0.0598 4.4700 1.1077 -0.8 -1.1 -1.3 0.03
H -0.6073 6.0821 -1.6257 0.0 0.3 -0.1 0.00
H 0.5482 7.8894 -0.3982 -0.1 0.0 -0.1 0.00
H 1.5972 7.4082 1.8009 0.0 0.0 0.1 0.00
H 1.1783 5.1828 2.8132 -0.2 -0.4 0.1 0.00
H -0.1586 3.4994 1.5280 0.1 0.0 0.1 -0.02
N 1.1914 3.9571 5.3257 -0.6 -0.4 -0.8 0.00
C 1.2158 2.8296 4.5792 -1.5 1.6 0.2 0.00
C 0.0403 2.3505 3.9220 1.2 0.6 0.4 0.00
C -1.1017 3.1084 3.9976 -0.2 1.9 1.0 0.00
C -1.0986 4.3633 4.7176 -0.1 -1.8 -1.1 0.00
C 0.0467 4.7116 5.3767 1.5 -1.1 0.2 0.00
H 2.1942 2.3979 4.4280 -0.1 -0.3 0.2 0.00
H 0.1007 1.4480 3.3320 -0.1 -0.2 0.1 0.00
H -2.0308 2.8245 3.5257 0.1 -0.2 -0.1 0.00
H -1.9759 4.9930 4.7033 -0.1 0.0 0.2 0.00
H 0.1325 5.5890 6.0006 -0.1 0.2 0.0 0.00
N 5.6922 -1.9241 -0.2510 -0.8 1.8 1.1 0.00
C 4.8636 -2.9689 -0.3803 -1.0 0.4 0.0 0.00
C 3.5929 -3.0412 0.1818 -0.1 1.3 0.9 0.00
C 3.1386 -1.9288 0.9060 -0.2 -1.0 -0.7 0.01
C 3.9361 -0.8212 1.0753 1.9 -0.1 -0.4 0.00
C 5.2530 -0.8343 0.5072 -1.5 -2.7 -0.3 0.00
H 5.0621 -3.8080 -1.0307 1.1 0.1 -0.1 0.00
H 2.9612 -3.9156 0.1298 0.1 -0.1 -0.3 0.00
H 2.1246 -1.9619 1.2763 0.0 0.1 0.4 0.00
H 3.6110 -0.0303 1.7350 0.1 0.3 -0.2 0.00
H 5.9141 -0.0093 0.7281 0.3 -0.2 -0.4 0.00
C -1.9261 -1.3490 4.0486 0.5 0.1 0.3 0.00
Cl -2.5897 0.0557 4.9441 0.0 -0.6 -0.5 0.00
Cl -0.1427 -1.2193 3.9851 -0.1 -0.1 -0.2 0.00
H -2.1325 -2.2717 4.5910 -0.2 0.3 -0.1 0.00
H -2.2808 -1.3923 3.0189 -0.2 0.2 0.3 0.00

***

17
Properties=species:S:1:pos:R:3:forces:R:3:nbo_charge:R:1 method="wB97M-V/def2-TZVPD" largest_force_ev_per_a=4.48 e_homo_ev=-4.74 charge=-1 total_energy_ha=-1345.31069 relative_energy_kcal_mol=17.2
C 1.9829 -0.7188 -0.6941 0.4 -0.7 1.2 0.73
C 0.5353 1.4039 -0.4802 -0.4 -1.8 -1.2 -0.70
C 1.2705 0.2958 0.1989 1.6 -0.7 -1.9 0.26
N 1.3953 0.0493 1.4164 0.3 -0.2 2.6 -0.67
O 1.2554 -1.8317 -0.7492 -0.9 -1.3 -1.4 -0.73
O -1.7584 0.6331 1.3446 -4.0 0.6 -1.8 -0.90
O 3.1700 -0.7167 -0.9789 -1.4 0.3 -0.1 -0.60
O -1.2688 -1.2379 -0.2318 -1.4 0.3 1.2 -1.04
O -3.6253 -0.9429 0.7245 1.7 -0.1 0.2 -0.93
S -2.8956 0.8435 -1.3704 0.4 -0.5 1.0 -0.66
S -2.4043 -0.3661 0.1798 -0.5 0.8 -1.5 2.11
H 0.7760 1.3535 -1.5771 -0.3 0.1 1.0 0.22
H 0.8599 2.3393 -0.1200 -0.1 1.2 0.7 0.23
H -0.5420 1.1504 -0.3684 0.8 1.1 -0.3 0.29
H 0.2251 -1.8202 -0.7396 1.8 1.1 0.5 0.56
H -0.9794 0.3426 1.7138 3.2 -1.6 1.2 0.50
H 2.0033 -0.7773 1.7317 -1.2 1.4 -1.3 0.36

***

25
Properties=species:S:1:pos:R:3:forces:R:3:nbo_charge:R:1 method="wB97M-V/def2-TZVPD" largest_force_ev_per_a=4.86 e_homo_ev=-13.19 charge=+1 total_energy_ha=-460.16929 relative_energy_kcal_mol=65.0
C 0.8477 -1.3897 1.6336 1.0 0.5 1.9 -0.09
C 0.7246 -1.7858 0.1529 0.1 -3.0 1.8 -0.10
C -0.7708 1.9693 0.1910 0.8 -2.4 1.6 0.04
C -0.0205 0.3345 0.4786 -2.3 2.4 -1.4 0.65
C 1.9258 -2.2505 -0.6448 1.0 4.7 0.1 -0.62
C -2.2673 1.8400 0.0679 -1.7 0.6 -0.4 -0.67
C -0.3329 -0.5359 -1.8014 1.9 0.7 -0.3 -0.41
N 0.1168 -0.6082 -0.3875 -1.3 0.0 -2.4 -0.37
N -0.1775 2.8445 1.0599 -1.8 0.8 2.1 -0.81
O 0.4073 0.0387 1.6241 0.2 -0.7 2.3 -0.42
H 0.3065 -2.0029 2.4210 -0.3 1.0 -1.4 0.24
H 1.8205 -1.3245 2.1416 0.2 -0.1 -1.0 0.23
H 0.0644 -2.6716 0.2386 -0.4 0.7 -0.8 0.23
H -0.3713 2.1120 -0.7588 0.7 0.5 -1.6 0.20
H 2.0594 -1.3812 -1.3485 0.1 -1.3 -0.1 0.22
H 1.8934 -3.1471 -1.1202 -0.7 -2.5 -1.5 0.24
H 2.8874 -2.2019 -0.1753 0.3 -0.1 1.1 0.24
H -2.5229 1.6710 -0.9891 0.2 -0.4 0.3 0.23
H -2.8685 2.7640 0.2646 1.2 -0.3 0.2 0.26
H -2.7924 1.0988 0.6657 0.5 -0.3 0.1 0.24
H 0.5457 -0.5940 -2.4831 -0.4 -0.1 0.6 0.23
H -0.9645 -1.3482 -2.0760 -0.7 -0.5 0.2 0.23
H -0.7618 0.4343 -2.0272 -0.4 -0.1 0.3 0.23
H 0.7406 3.0759 0.8361 1.5 0.6 0.0 0.39
H -0.4897 3.0583 2.0365 0.3 -0.7 -1.7 0.41

***

13
Properties=species:S:1:pos:R:3:forces:R:3:nbo_charge:R:1 method="wB97M-V/def2-TZVPD" largest_force_ev_per_a=3.69 e_homo_ev="-13.71 / -13.71" charge=+1 total_energy_ha=-625.87569 relative_energy_kcal_mol=60.5
C 1.4867 -0.0977 0.0313 -0.2 3.7 -0.5 -0.31
C 0.3085 -1.0134 0.1342 -0.8 2.2 -0.9 0.29
C -2.2105 -0.6923 -0.0223 -1.7 0.7 -0.5 -0.15
N -0.8213 -0.3924 0.1229 -0.1 1.5 0.8 -0.49
N 0.9688 1.3268 0.0568 0.4 1.4 1.9 -0.90
S -3.4756 0.3874 0.1006 2.8 -1.7 0.1 0.25
H 2.1777 -0.1415 0.8706 0.3 -0.7 -0.3 0.27
H 1.9361 -0.2038 -0.9980 0.0 -0.6 1.3 0.27
H 0.5376 -2.0123 -0.0433 -0.5 -2.0 0.1 0.24
H -2.3728 -1.6886 -0.4081 -0.1 -0.3 0.2 0.22
H -0.5913 0.6867 0.2406 0.1 -1.1 0.0 0.46
H 1.3409 2.1129 0.7568 -0.8 -2.8 -2.2 0.45
H 0.7152 1.7280 -0.8423 0.6 0.0 0.2 0.40

***

20
Properties=species:S:1:pos:R:3:forces:R:3:nbo_charge:R:1 method="wB97M-V/def2-TZVPD" largest_force_ev_per_a=4.61 e_homo_ev=-9.19 total_energy_ha=-817.38795 relative_energy_kcal_mol=127.9
C 1.3934 -0.6201 -1.4081 0.1 -0.2 -0.6 0.06
C 2.6178 -0.4709 -0.6014 -0.8 -0.5 1.1 0.07
C -0.5249 -0.3787 0.0765 -2.1 0.0 0.5 0.13
C 0.1970 -0.8921 1.3421 -1.0 1.0 -0.7 -0.66
C -1.6310 1.8082 -0.8577 -3.2 -3.2 -0.6 -0.62
C -0.9132 1.1041 0.2204 2.5 0.0 -0.4 -0.42
N 0.1506 -0.5681 -1.1325 1.6 -0.4 -1.7 -0.41
N 3.4367 -0.7873 0.1707 -0.6 0.9 -1.4 0.24
O 4.3894 -0.9506 0.8537 0.6 -0.4 0.8 -0.37
S -2.3152 -1.2587 -0.1481 1.8 0.5 -1.3 -0.09
H 1.7540 -0.8469 -2.4510 -1.0 0.4 0.8 0.21
H -2.2508 -1.5158 1.1007 -0.4 -0.6 1.8 0.09
H -0.5829 -1.2057 2.0314 0.2 0.8 0.7 0.22
H 0.8616 -0.0374 1.6776 -0.5 -1.5 0.1 0.23
H 0.6282 -1.8472 1.1135 1.1 -0.2 -0.2 0.23
H -2.6236 1.2094 -1.0178 1.6 0.7 -0.1 0.21
H -1.1213 1.7574 -1.7729 0.6 0.7 -1.3 0.22
H -2.0832 2.6991 -0.5465 0.3 1.9 0.2 0.22
H -1.4945 1.2833 1.0764 -0.2 -0.2 1.7 0.22
H 0.1119 1.5182 0.2729 -0.4 0.6 0.6 0.19